{
  "formula": "C10H14Cl3MnN5O3S2",
  "method": "wB97M-V/def2-TZVPD",
  "homo_ev": [-4.38, -4.48],
  "charge": -1,
  "s2": 6.158,
  "lumo_ev": [1.816, 1.817],
  "relative_energy_ev": 1.768,
  "multiplicity": 5,
  "symbols": ["Mn", "N", "C", "C", "O", "N", "C", "C", "O", "O", "H", "H", "H", "H", "H", "H", "C", "N", "C", "S", "N", "C", "H", "H", "H", "H", "H", "H", "H", "H", "Cl", "C", "Cl", "Cl", "C", "N", "S", "C"],
  "xyz": [[0.0728, -0.4771, 2.2903], [-1.5098, 0.1541, 0.8355], [-1.2675, 1.6023, 0.6486], [-0.8220, 2.2292, 1.9762], [-1.2148, 3.3484, 2.3001], [-0.0207, 1.3974, 2.6536], [0.2331, 1.6712, 4.0617], [-0.4401, 0.5171, 4.8618], [-0.8207, 0.6838, 6.0062], [-0.5245, -0.5838, 4.1748], [-1.4814, -0.3264, -0.0591], [-2.4172, 0.0055, 1.2602], [-2.1475, 2.1310, 0.2796], [-0.4579, 1.7154, -0.0716], [-0.1601, 2.6371, 4.3690], [1.3062, 1.6276, 4.2710], [-2.3064, -0.8650, -3.4001], [-1.2587, -0.1274, -4.0781], [-0.0924, 0.2095, -3.4843], [0.3651, -0.3110, -1.9702], [0.7309, 1.0100, -4.2058], [0.5907, 1.2935, -5.6172], [-2.9284, -1.3656, -4.1408], [-2.9350, -0.2100, -2.7908], [-1.8468, -1.6072, -2.7522], [-1.5117, 0.3448, -4.9297], [1.6310, 1.1393, -3.7782], [-0.3349, 1.8397, -5.8191], [0.6011, 0.3842, -6.2271], [1.4180, 1.9250, -5.9286], [2.0212, -3.9580, 3.7472], [3.3306, -2.8877, 2.9953], [4.1320, -3.8383, 1.7081], [4.5073, -2.5902, 4.2914], [2.8730, -1.6183, 2.4142], [1.6768, -1.4824, 1.9657], [0.4318, -3.4642, 0.5900], [0.5769, -2.1535, 1.5521]]
}

=====

{
  "formula": "C6H4O",
  "method": "wB97M-V/def2-TZVPD",
  "homo_ev": -8.80,
  "lumo_ev": -0.001,
  "relative_energy_ev": 5.625,
  "symbols": ["C", "C", "C", "C", "C", "C", "O", "H", "H", "H", "H"],
  "xyz": [[3.2624, -0.5919, -0.3130], [2.0400, -0.4790, -0.0245], [0.6465, -0.3658, 0.1444], [-0.0152, 0.8540, 0.3768], [-1.4030, 0.6090, 0.0746], [-1.4853, -0.7005, -0.2336], [-0.2486, -1.2926, -0.2532], [1.2172, 0.7222, -0.4917], [0.4058, 1.6610, 0.9627], [-2.2242, 1.3062, 0.1550], [-2.3170, -1.3669, -0.4121]]
}

=====

{
  "formula": "C6H9N",
  "method": "wB97M-V/def2-TZVPD",
  "homo_ev": -9.08,
  "lumo_ev": 1.086,
  "relative_energy_ev": 3.200,
  "symbols": ["C", "C", "C", "C", "N", "C", "C", "H", "H", "H", "H", "H", "H", "H", "H", "H"],
  "xyz": [[-1.3638, -0.9143, 1.2236], [-0.3292, -0.7675, 0.1675], [1.0528, -0.2286, 0.2295], [1.0682, -0.7613, -1.2182], [-0.4197, -0.8707, -1.1179], [-0.2686, 1.7672, -0.6411], [0.6070, 1.2218, 0.2243], [-1.5461, -1.9860, 1.3127], [-2.2979, -0.4214, 0.9456], [-1.0284, -0.5325, 2.1941], [1.8380, -0.4755, 0.9575], [1.5142, -0.1479, -2.0108], [1.4430, -1.7860, -1.2837], [-1.0769, 1.2520, -1.1565], [-0.1959, 2.8233, -0.8570], [1.0032, 1.8274, 1.0304]]
}

=====

{
  "formula": "C36H23BiClF5O6PS",
  "method": "wB97M-V/def2-TZVPD",
  "homo_ev": -4.80,
  "charge": -1,
  "lumo_ev": 1.952,
  "relative_energy_ev": 0.000,
  "symbols": ["Bi", "C", "C", "C", "C", "C", "C", "P", "C", "C", "C", "C", "C", "C", "C", "C", "C", "C", "C", "C", "C", "C", "C", "C", "H", "H", "H", "H", "H", "H", "H", "H", "H", "H", "H", "H", "H", "H", "H", "H", "F", "C", "C", "F", "C", "F", "C", "S", "C", "F", "C", "F", "C", "C", "O", "C", "C", "C", "C", "C", "C", "O", "H", "H", "H", "H", "H", "H", "H", "O", "Cl", "O", "O", "O"],
  "xyz": [[-0.6508, -1.0930, 0.0203], [3.2732, 3.4623, 3.4822], [2.3425, 2.4202, 3.6929], [1.4788, 2.0346, 2.6918], [1.5863, 2.6298, 1.4123], [2.4861, 3.6921, 1.1774], [3.3478, 4.0912, 2.2126], [0.7544, 1.7471, 0.1074], [1.7198, 1.9151, -1.3765], [1.0481, 1.8472, -2.5845], [1.7645, 1.6414, -3.7669], [3.1863, 1.6786, -3.7830], [3.8152, 1.8555, -2.5421], [3.1193, 1.9386, -1.3645], [-0.8084, 2.5596, -0.2096], [-0.7835, 3.7651, -0.9006], [-1.9400, 4.4574, -1.1351], [-3.1805, 4.0531, -0.5792], [-3.2659, 2.8524, 0.0964], [-4.4531, 2.3334, 0.7444], [-4.4220, 1.0768, 1.2311], [-3.2777, 0.2344, 1.2346], [-2.0856, 0.6820, 0.6729], [-2.0088, 2.0262, 0.1678], [3.9712, 3.7887, 4.2718], [2.2534, 1.8979, 4.6556], [0.8159, 1.1933, 2.7658], [2.5056, 4.1968, 0.2124], [3.9717, 4.9105, 1.9953], [-0.0006, 1.8411, -2.6453], [1.1862, 1.4242, -4.6896], [3.8172, 1.4686, -4.6236], [4.8609, 1.7665, -2.3758], [3.7309, 1.9600, -0.4527], [0.1344, 4.1683, -1.3546], [-1.9624, 5.3640, -1.7349], [-4.1255, 4.6628, -0.6999], [-5.3577, 2.9139, 0.7029], [-5.2849, 0.7267, 1.8216], [-3.3875, -0.7589, 1.6675], [2.3435, -2.0576, 6.5179], [1.6741, -2.2639, 5.4202], [0.5856, -1.5199, 4.9370], [0.3416, -0.2872, 5.4851], [-0.1121, -1.8793, 3.7666], [-0.9932, -1.0084, 3.1994], [0.1241, -3.0681, 3.0878], [-0.8370, -3.4656, 1.6766], [1.2205, -3.8389, 3.5846], [1.7239, -4.8694, 2.8957], [1.8485, -3.5168, 4.7594], [2.7915, -4.3746, 5.2075], [0.5197, -2.3612, -3.8131], [-0.7371, -1.9525, -3.0743], [-0.6561, -0.8949, -2.3919], [-1.9375, -2.7809, -3.0492], [-2.1425, -3.8181, -3.9664], [-3.2182, -4.6863, -3.9330], [-4.0617, -4.6396, -2.8607], [-3.9004, -3.6368, -1.9163], [-2.8161, -2.6980, -1.9154], [-2.6232, -2.0000, -0.7913], [1.3100, -2.4141, -3.0760], [0.7531, -1.6088, -4.6053], [0.3551, -3.3325, -4.2516], [-1.4107, -3.8594, -4.7844], [-3.3409, -5.4356, -4.6876], [-4.8762, -5.3975, -2.8477], [-4.4955, -3.6253, -1.0388], [3.4811, -0.6808, -0.0187], [2.5239, -1.6150, 0.4683], [1.6472, -1.9888, -0.6695], [3.0922, -2.8617, 0.9953], [1.6476, -0.9882, 1.4708]]
}

=====

{
  "formula": "C4H7NO",
  "method": "wB97M-V/def2-TZVPD",
  "smiles": "O[C@H]1C[C@H]2N[C@@H]12",
  "homo_ev": -9.41,
  "lumo_ev": 1.046,
  "relative_energy_ev": 2.607,
  "symbols": ["O", "C", "C", "C", "N", "C", "H", "H", "H", "H", "H", "H", "H"],
  "xyz": [[-0.7341, -0.3031, 1.9387], [-0.8976, 0.0069, 0.5886], [-0.0994, 1.2204, -0.0082], [0.5498, 0.2453, -0.9813], [1.2411, -0.7402, -0.1324], [-0.1957, -0.9034, -0.4206], [0.2055, -0.5215, 2.0387], [-1.9703, 0.0956, 0.3985], [0.5979, 1.7007, 0.6845], [-0.7458, 1.9693, -0.4732], [0.8601, 0.4188, -2.0064], [1.7552, -1.3804, -0.7354], [-0.5668, -1.8084, -0.8915]]
}

=====

{
  "formula": "C37H39GeN5NiO2",
  "method": "wB97M-V/def2-TZVPD",
  "homo_ev": [-9.66, -9.67],
  "charge": 1,
  "s2": 0.805,
  "lumo_ev": [-3.795, -4.274],
  "multiplicity": 2,
  "symbols": ["Ni", "N", "C", "C", "C", "C", "N", "H", "H", "H", "H", "H", "H", "H", "H", "H", "H", "H", "H", "C", "O", "C", "C", "C", "C", "C", "C", "N", "N", "C", "C", "C", "C", "O", "C", "N", "C", "C", "C", "C", "H", "H", "H", "H", "H", "H", "H", "H", "H", "H", "H", "H", "C", "Ge", "C", "C", "C", "C", "C", "C", "C", "C", "C", "C", "C", "C", "C", "C", "C", "C", "H", "H", "H", "H", "H", "H", "H", "H", "H", "H", "H", "H", "H", "H", "H"],
  "xyz": [[0.0119, 1.9546, -0.1716], [1.1539, 4.0045, 0.3310], [0.9975, 5.2508, 1.1149], [-0.4481, 5.7412, 1.1567], [-1.2995, 5.0144, 2.2067], [-1.1850, 3.4946, 2.1334], [-1.5319, 2.9774, 0.7905], [2.0694, 3.6187, 0.5297], [1.1726, 4.2509, -0.6545], [1.6234, 6.0452, 0.6979], [1.3416, 5.0694, 2.1353], [-0.8795, 5.6588, 0.1535], [-0.4584, 6.8035, 1.4020], [-2.3447, 5.3121, 2.0910], [-0.9738, 5.3268, 3.2012], [-1.8405, 3.0358, 2.8739], [-0.1645, 3.1926, 2.3684], [-1.5255, 3.7545, 0.1370], [-2.4790, 2.6173, 0.7824], [1.4339, -4.7957, 6.2034], [2.0969, -3.6049, 5.8003], [2.8586, -3.6348, 4.7006], [3.3701, -2.3984, 4.2739], [4.0600, -2.3007, 3.0963], [4.2655, -3.4506, 2.3025], [3.8637, -4.7001, 2.7938], [3.1478, -4.7906, 3.9674], [4.7990, -3.4027, 1.0447], [4.8739, -2.4424, 0.2613], [4.0244, -1.5049, -0.1451], [4.5956, -0.3945, -0.8281], [3.8747, 0.7041, -1.1636], [2.4991, 0.8157, -0.8025], [1.7894, 1.7983, -1.1003], [1.8967, -0.2960, -0.0678], [0.6304, -0.1063, 0.3551], [-0.0090, -1.1485, 0.8585], [0.5211, -2.4353, 0.8577], [1.8226, -2.6266, 0.4592], [2.5818, -1.5104, 0.0883], [0.7842, -4.5115, 7.0254], [2.1396, -5.5499, 6.5570], [0.8354, -5.2043, 5.3863], [3.1864, -1.5245, 4.8843], [4.4464, -1.3455, 2.7652], [4.0590, -5.5803, 2.1960], [2.8120, -5.7569, 4.3145], [5.6557, -0.4389, -1.0407], [4.3363, 1.5338, -1.6807], [-1.0035, -0.9807, 1.2426], [-0.0888, -3.2672, 1.1796], [2.2400, -3.6187, 0.4002], [-3.1261, 0.2071, 0.6973], [-2.0995, 0.5742, -1.0132], [-3.4825, 1.5700, -2.0591], [-4.8046, 1.1528, -1.9091], [-5.8393, 1.8544, -2.5098], [-5.5621, 2.9846, -3.2660], [-4.2489, 3.3924, -3.4435], [-3.2152, 2.6881, -2.8404], [-1.7281, -1.1631, -1.9295], [-2.2589, -2.3320, -1.4458], [-2.1345, -3.5406, -2.1590], [-1.4738, -3.5704, -3.3532], [-0.8790, -2.3973, -3.8725], [-0.1810, -2.4066, -5.1029], [0.3988, -1.2686, -5.5869], [0.3317, -0.0722, -4.8453], [-0.3269, -0.0357, -3.6489], [-0.9763, -1.1841, -3.1364], [-3.4825, -0.8216, 0.7429], [-3.9958, 0.8630, 0.7316], [-2.5256, 0.3987, 1.5878], [-5.0295, 0.2738, -1.3161], [-6.8631, 1.5293, -2.3762], [-6.3709, 3.5505, -3.7087], [-4.0361, 4.2714, -4.0384], [-2.1892, 3.0152, -2.9761], [-2.8123, -2.3414, -0.5141], [-2.5863, -4.4392, -1.7586], [-1.3862, -4.4915, -3.9161], [-0.1268, -3.3325, -5.6625], [0.9130, -1.2793, -6.5387], [0.8066, 0.8190, -5.2348], [-0.3478, 0.8781, -3.0629]]
}

=====

{
  "formula": "C5H8O2",
  "method": "wB97M-V/def2-TZVPD",
  "homo_ev": -8.64,
  "lumo_ev": 0.600,
  "relative_energy_ev": 4.378,
  "symbols": ["O", "C", "C", "C", "C", "C", "O", "H", "H", "H", "H", "H", "H", "H", "H"],
  "xyz": [[-0.4887, -0.2093, -2.9788], [0.2507, -0.3015, -1.8230], [-0.2939, 0.5370, -0.0871], [-0.7638, -0.5513, 0.8822], [0.2771, -0.1538, 1.9535], [0.7925, 0.9126, 0.9837], [1.6681, 1.7334, 1.0769], [0.0248, 0.1375, -3.7239], [0.8248, 0.4800, -1.3519], [0.1727, -1.2980, -1.4220], [-0.9561, 1.3879, -0.2793], [-1.8050, -0.4547, 1.1830], [-0.5994, -1.5595, 0.4887], [1.0296, -0.9102, 2.2126], [-0.1334, 0.2498, 2.8855]]
}

=====

{
  "formula": "C14H21ClN3OS",
  "method": "wB97M-V/def2-TZVPD",
  "smiles": "O=C(CN1CC[NH2+]CC1)NCCSc1ccc(Cl)cc1",
  "homo_ev": -11.03,
  "charge": 1,
  "lumo_ev": -2.314,
  "relative_energy_ev": 0.000,
  "symbols": ["O", "C", "C", "N", "C", "C", "N", "C", "C", "N", "C", "C", "S", "C", "C", "C", "C", "Cl", "C", "C", "H", "H", "H", "H", "H", "H", "H", "H", "H", "H", "H", "H", "H", "H", "H", "H", "H", "H", "H", "H", "H"],
  "xyz": [[-0.1166, 0.2846, 1.0971], [-0.3905, 1.4885, 1.0186], [0.6792, 2.5765, 0.8801], [1.9808, 2.1878, 0.4118], [2.8084, 1.3282, 1.2377], [3.1180, -0.0081, 0.5337], [1.9411, -0.3565, -0.2825], [1.7882, 0.5493, -1.4436], [2.1770, 1.9780, -0.9948], [-1.6424, 1.9265, 1.1080], [-2.7685, 1.0180, 1.1589], [-3.3696, 0.8004, -0.2299], [-2.1450, 0.2177, -1.4495], [-1.7467, -1.4405, -0.9689], [-2.4165, -2.1620, 0.0082], [-1.9963, -3.4385, 0.3367], [-0.9118, -4.0058, -0.3142], [-0.3730, -5.5881, 0.1154], [-0.2623, -3.3055, -1.3227], [-0.6808, -2.0306, -1.6456], [0.7976, 3.0242, 1.8744], [0.3064, 3.3588, 0.2143], [2.2994, 1.1405, 2.1837], [3.7534, 1.8395, 1.4590], [3.2992, -0.7900, 1.2707], [3.9967, 0.0768, -0.1087], [1.9373, -1.3337, -0.5764], [1.0702, -0.1819, 0.3633], [0.7466, 0.5146, -1.7675], [2.4289, 0.2244, -2.2646], [1.6006, 2.7097, -1.5602], [3.2347, 2.1582, -1.2067], [-1.8381, 2.9117, 1.0150], [-2.3970, 0.0748, 1.5660], [-3.5313, 1.4258, 1.8257], [-3.7253, 1.7425, -0.6485], [-4.2007, 0.0989, -0.1938], [-3.2787, -1.7590, 0.5138], [-2.5189, -3.9954, 1.0976], [0.5528, -3.7665, -1.8581], [-0.2063, -1.4938, -2.4537]]
}